Here is 2 unconnected molecules or ions with the total composition C4H14N3 in a non-equilibrium geometry from the Open Molecules 2025 dataset. Energies are from ωB97M-V with the def2-TZVPD basis set.

## Properties
Charge = +1
Kohn-Sham gap = 9.67 eV
HOMO level = -0.4950 hartree
Energy relative to the best compared isomer or geometry (same formula, charge and spin) = 2.438 eV
DFT total energy = -324.7752 Ha

Bonds (Å) are listed after each position.
CARTESIAN COORDINATES (ANGSTROEM)
1 C 1.76738 0.84925 -1.28553  C2 1.517, H3 1.126, H4 1.185, H5 1.066
2 C 1.69122 2.19883 -1.97354  C1 1.517, H6 1.151, H7 1.069, H8 1.162
3 H 2.87990 0.67825 -1.32771  C1 1.126
4 H 1.74559 1.08440 -0.12414  C1 1.185
5 H 1.25839 -0.01892 -1.63572  C1 1.066
6 H 2.46384 2.88781 -1.47123  C2 1.151
7 H 1.58094 2.20094 -3.03727  C2 1.069
8 H 0.78154 2.79225 -1.56188  C2 1.162
9 C -2.56716 0.21211 0.71561  N11 1.519, H19 1.035, H20 1.139, H21 1.068
10 C -0.53997 -1.38883 1.06163  N11 1.366, N12 1.451, N13 1.409
11 N -1.14049 -0.16244 1.08029  C9 1.519, C10 1.366, H14 0.996
12 N 0.90551 -1.28258 0.99349  C10 1.451, H15 1.077, H16 0.972
13 N -1.19223 -2.62848 0.90653  C10 1.409, H17 1.002, H18 1.034
14 H -0.89941 0.30103 1.92838  N11 0.996
15 H 1.37819 -0.50965 1.57639  N12 1.077
16 H 1.30859 -2.16680 0.99101  N12 0.972
17 H -2.12994 -2.50866 0.57527  N13 1.002
18 H -0.67528 -3.49677 0.68689  N13 1.034
19 H -3.02415 -0.67050 0.42795  C9 1.035
20 H -2.53368 1.00872 -0.09758  C9 1.139
21 H -3.05877 0.62004 1.57117  C9 1.068